C3H4O3 in the gas phase, computed with ωB97M-V/def2-TZVPD.

The geometry in XYZ format:
```
10
Properties=species:S:1:pos:R:3:forces:R:3
O 2.048 -1.100 -0.432 -0.514 0.238 0.074
C 0.982 -0.586 -0.260 0.462 -0.063 -0.026
C 0.665 0.828 0.204 0.256 0.023 0.021
O -0.728 0.953 0.036 -0.055 0.036 -0.046
C -1.252 -0.346 -0.046 -0.332 -0.115 0.033
O -0.203 -1.208 -0.463 0.126 0.000 -0.021
H 1.181 1.563 -0.419 -0.036 -0.115 0.086
H 0.978 0.963 1.249 -0.055 -0.077 -0.130
H -2.046 -0.366 -0.794 0.076 -0.005 0.083
H -1.624 -0.700 0.925 0.073 0.078 -0.075
```
Forces are in eV/Å.

## Properties
- lowest unoccupied orbital energy (eV) = 0.771
- gap between HOMO and LUMO (eV) = 11.44
- energy above the lowest of the compared OMol25 structures with the same formula, charge and spin (kJ/mol) = 80.8

Löwdin atomic charge list, values in e, 2 entries: 0.139 -0.450